Molecular formula: C18H21BrFNO2
Method: DFT, ωB97M-V/def2-TZVPD

The energy relative to the best compared isomer or geometry (same formula, charge and spin) comes out at 107.5 kcal/mol. Its largest force on an atom is 3.67 eV Å⁻¹. As for the charge: 0.

Element x y z (Å)
C -1.933 7.730 2.096
C -0.746 8.601 2.155
N 0.395 8.138 2.819
F 0.394 6.899 3.327
C 1.575 8.893 2.862
C 2.730 8.329 3.576
C 1.600 10.106 2.236
C 0.472 10.599 1.567
C 0.521 11.933 0.916
C -0.692 9.817 1.532
H -2.740 8.199 1.531
H -1.681 6.783 1.621
H -2.302 7.502 3.095
H 3.586 9.004 3.562
H 2.470 8.137 4.616
H 3.024 7.380 3.127
H 2.503 10.691 2.241
H -0.423 12.174 0.427
H 0.729 12.709 1.653
H 1.305 11.970 0.159
H -1.543 10.165 0.975
C 4.644 5.240 5.465
C 3.153 5.301 5.724
O 2.512 4.059 5.554
C 1.205 4.178 5.970
C 0.305 3.160 5.517
C -1.086 3.207 5.679
C -1.715 4.205 6.453
C -3.078 4.223 6.619
C -3.865 3.265 6.009
Br -5.728 3.276 6.311
C -3.284 2.300 5.207
C -1.920 2.264 5.037
O 0.821 5.120 6.657
H 5.082 6.232 5.345
H 5.159 4.739 6.284
H 4.850 4.666 4.563
H 2.928 5.649 6.743
H 2.635 5.980 5.031
H 0.739 2.352 4.958
H -1.109 4.968 6.907
H -3.552 4.979 7.223
H -3.917 1.583 4.710
H -1.472 1.532 4.388

Quick look at the Löwdin charges, all values in e: 0.016 -0.157 0.061 0.145 -0.156 0.005 0.040 -0.201 -0.021 0.044 0.100 0.110 0.114 0.102 0.106 0.108 0.138 0.089 0.103 0.102 0.133 -0.070 -0.291 -0.035 -0.545 -0.048 -0.261 -0.044 -0.164 -0.752 0.657 -0.168 -0.064 -0.030 0.063 0.074 0.071 0.120 0.081 0.078 0.081 0.085 0.086 0.097



Molecular formula: C18H21BrN2O3Tc
Method: DFT, ωB97M-V/def2-TZVPD

The energy relative to the best compared isomer or geometry (same formula, charge and spin) comes out at 35.2 kcal/mol. Its largest force on an atom is 3.39 eV Å⁻¹. The spin multiplicity is 4. As for the charge: 0.

Element x y z (Å)
C -2.175 -0.407 -2.513
C -2.395 -0.993 -1.200
C -2.237 -0.006 -0.215
H -2.572 -2.040 -1.015
C -1.873 1.229 -0.858
C -2.015 1.019 -2.277
H -2.187 1.829 -2.984
H -2.469 -0.865 -3.453
H -2.330 -0.105 0.870
H -1.727 2.185 -0.358
Tc -0.109 0.036 -2.194
Br 0.372 -2.353 -2.893
C 1.743 0.946 -2.627
C 0.591 1.789 -2.981
C -0.078 1.093 -4.091
H 0.275 2.720 -2.494
C 0.730 0.024 -4.524
C 1.781 -0.148 -3.585
H 2.596 -0.852 -3.715
H 2.465 1.199 -1.850
H -0.871 1.514 -4.712
H 0.642 -0.488 -5.464
C -1.453 0.476 3.181
C -0.433 -0.663 2.999
C 0.883 -0.450 2.215
C 1.821 0.691 2.670
C 1.218 2.044 2.973
C 1.641 -1.814 2.350
O 2.657 -2.057 3.000
N 1.005 -2.811 1.636
C 0.182 -2.627 0.529
O -0.557 -3.507 0.146
N 0.340 -1.371 -0.071
C 0.678 -0.323 0.668
O 0.792 0.781 0.079
H -1.182 1.077 4.068
H -2.451 0.032 3.364
H -1.516 1.116 2.286
H -0.161 -1.052 3.999
H -0.976 -1.490 2.531
H 2.388 0.323 3.547
H 2.527 0.853 1.841
H 0.359 1.976 3.653
H 1.968 2.654 3.496
H 0.935 2.566 2.063
H 1.176 -3.749 1.907

Quick look at the Löwdin charges, all values in e: -0.288 -0.082 -0.083 0.109 -0.087 -0.277 0.114 0.110 0.090 0.118 1.302 0.291 -0.209 -0.220 -0.214 0.127 -0.194 -0.268 0.097 0.117 0.128 0.114 -0.102 -0.155 -0.254 -0.177 -0.095 -0.366 0.088 0.181 -0.560 0.050 0.053 -0.451 -0.061 0.067 0.085 0.067 0.136 0.108 0.122 0.122 0.046 0.079 0.070 0.151



Molecular formula: C18H21CaCl3GeN8O7SbSe4
Method: DFT, ωB97M-V/def2-TZVPD

The energy relative to the best compared isomer or geometry (same formula, charge and spin) comes out at 24.3 kcal/mol. Its largest force on an atom is 0.79 eV Å⁻¹. The spin multiplicity is 2. As for the charge: -2.

Element x y z (Å)
Ca 0.054 -0.080 0.058
C -1.629 0.646 4.546
O -2.650 -0.290 4.254
C -3.348 -0.112 3.080
C -4.714 -0.042 3.213
C -5.546 0.052 2.095
C -4.955 0.073 0.857
C -3.561 0.009 0.682
C -3.129 -0.019 -0.706
N -1.932 -0.049 -1.150
N -1.842 -0.139 -2.537
C -0.603 -0.127 -2.948
O 0.456 -0.011 -2.226
C -0.419 -0.309 -4.425
C -1.455 -0.746 -5.247
C -1.247 -0.912 -6.607
C -0.004 -0.636 -7.167
C 1.031 -0.195 -6.354
C 0.822 -0.041 -4.991
C -2.692 -0.081 1.806
O -1.399 -0.157 1.746
H -1.566 0.705 5.634
H -1.870 1.633 4.137
H -0.669 0.313 4.158
H -5.121 -0.076 4.217
H -6.622 0.103 2.204
H -5.572 0.138 -0.034
H -3.930 -0.030 -1.451
H -2.416 -0.951 -4.796
H -2.058 -1.260 -7.237
H 0.155 -0.763 -8.232
H 2.002 0.032 -6.775
H 1.621 0.301 -4.347
N 3.433 -0.118 0.632
N 3.990 -1.277 0.028
C 3.142 -2.158 -0.525
N 3.700 -3.181 -1.202
N 1.856 -1.910 -0.298
N 0.892 -2.756 -0.719
O -0.214 -2.484 -0.250
O 1.076 -3.670 -1.513
H 4.222 0.479 0.855
H 2.995 -0.418 1.504
H 4.857 -1.099 -0.457
H 4.607 -3.475 -0.882
H 3.046 -3.893 -1.494
N 1.055 1.266 2.222
C 0.630 2.661 2.302
C -0.399 2.933 1.204
O -1.380 3.618 1.415
O -0.114 2.345 0.075
H 0.311 0.658 2.556
H 1.849 1.080 2.819
H 1.499 3.296 2.107
H 0.197 2.959 3.260
Se 3.865 2.773 -4.640
Sb 4.004 1.979 -2.422
Se 6.093 1.233 -1.523
Se 2.707 4.338 -0.592
Se 1.922 2.278 -0.854
Cl 1.353 -4.302 5.239
Ge 0.696 -3.357 3.238
Cl 2.218 -4.503 1.857
Cl 2.088 -1.471 3.392

Quick look at the Löwdin charges, all values in e: 1.288 -0.080 -0.104 -0.224 -0.033 -0.127 -0.086 -0.128 -0.092 -0.095 0.054 -0.488 -0.259 -0.136 -0.041 -0.107 -0.119 -0.093 -0.033 -0.283 -0.239 0.085 0.098 0.055 0.107 0.082 0.095 0.112 0.099 0.089 0.087 0.093 0.070 -0.001 0.002 -0.432 0.186 0.076 -0.440 -0.059 0.042 0.052 -0.043 0.058 0.111 0.081 -0.055 -0.192 -0.666 0.059 -0.413 -0.005 0.022 0.082 0.109 -0.132 0.084 -0.146 0.160 0.294 -0.244 0.036 -0.198 -0.075



Molecular formula: C18H21Cl4N3O10P2SV
Method: DFT, ωB97M-V/def2-TZVPD

The energy relative to the best compared isomer or geometry (same formula, charge and spin) comes out at 33.5 kcal/mol. Its largest force on an atom is 0.77 eV Å⁻¹. The spin multiplicity is 4. As for the charge: -2.

Element x y z (Å)
V 0.079 -0.436 0.168
N -1.837 -0.244 3.148
C -2.359 -1.598 2.673
C -3.398 -2.130 3.640
P -0.806 -2.596 2.636
O -0.486 -2.412 4.259
O -1.017 -4.030 2.367
O 0.125 -1.646 1.958
P -3.064 -1.235 0.991
O -4.275 -0.214 1.484
O -3.689 -2.424 0.386
O -2.036 -0.326 0.406
H -1.432 -0.338 4.080
H -2.581 0.452 3.129
H -1.068 0.081 2.519
H -2.970 -2.268 4.638
H -3.723 -3.103 3.271
H -4.266 -1.469 3.690
H -0.020 -3.200 4.544
H -5.088 -0.574 1.121
S 0.036 1.451 -1.689
C -0.511 1.187 -3.299
C -0.346 2.224 -4.260
C -0.783 2.061 -5.548
C -1.401 0.859 -5.918
C -1.521 -0.103 -4.933
N -1.096 0.025 -3.675
H 0.135 3.139 -3.940
H -0.651 2.857 -6.274
H -1.768 0.683 -6.921
H -1.996 -1.056 -5.165
Cl 4.178 3.421 4.099
C 3.601 2.301 2.895
C 4.486 1.585 2.122
Cl 6.204 1.793 2.328
C 3.999 0.675 1.165
Cl 5.105 -0.257 0.190
C 2.634 0.461 0.962
O 2.143 -0.394 0.131
C 1.703 1.248 1.753
O 0.433 1.084 1.530
C 2.217 2.123 2.704
Cl 1.069 3.007 3.679
O 0.259 -3.866 -2.456
C 0.473 -2.662 -1.910
O -0.045 -2.362 -0.857
C 1.406 -1.791 -2.720
N 1.275 -2.153 -4.146
C 2.586 -1.900 -4.750
C 3.536 -2.466 -3.703
C 2.899 -2.022 -2.379
H 1.128 -0.757 -2.512
H 0.557 -1.561 -4.551
H 0.640 -3.776 -3.358
H 2.766 -0.825 -4.883
H 2.664 -2.387 -5.724
H 4.556 -2.098 -3.815
H 3.555 -3.556 -3.786
H 3.313 -1.088 -2.014
H 3.037 -2.741 -1.575

Quick look at the Löwdin charges, all values in e: 0.629 0.175 -0.495 -0.094 0.334 -0.182 -0.295 -0.328 0.327 -0.180 -0.295 -0.357 0.143 0.149 0.105 0.070 0.087 0.068 0.056 0.053 0.665 -0.774 -0.143 -0.128 -0.131 -0.212 0.033 0.080 0.087 0.073 0.095 0.571 -0.735 -0.732 0.574 -0.601 0.632 -0.391 -0.185 -0.391 -0.229 -0.609 0.609 0.117 -0.434 0.055 -0.242 -0.020 -0.212 -0.172 -0.111 0.078 0.089 0.095 0.119 0.103 0.103 0.103 0.080 0.124